Molecular formula: C20H39N3O2
Method: DFT, wB97M-V/def2-TZVPD

The calculation puts the electronic energy at -1100.2876 Ha. The value obtained for the relative energy (zero: lowest compared OMol25 entry of this formula, charge and spin) is 1.5 kcal per mole. The SMILES is CCCCN(C)CCNC(=O)[C@H](NC(=O)[C@H]1CC[C@H](C)CC1)C(C)C. The HOMO-LUMO gap comes out at 9.2209 eV.

```
! RIJCOSX wB97M-V def2-TZVPD def2/J DEFGRID3
* xyz 0 1
C -1.265 1.511 -5.582
C -0.185 0.959 -4.660
C 1.207 1.122 -5.264
C 2.291 0.569 -4.339
N 2.261 1.182 -3.021
C 2.845 2.506 -3.025
H 2.328 3.125 -3.754
H 3.919 2.498 -3.275
H 2.719 2.960 -2.043
C 2.845 0.332 -2.000
H 3.781 -0.146 -2.338
C 1.871 -0.753 -1.537
N 0.694 -0.164 -0.949
C -0.549 -0.599 -1.198
O -0.820 -1.522 -1.939
C -1.601 0.162 -0.361
N -1.479 -0.305 1.012
C -0.572 0.189 1.877
O 0.185 1.099 1.579
C -0.547 -0.506 3.227
C 0.489 -1.635 3.153
C 0.605 -2.347 4.497
C 0.994 -1.367 5.605
C 1.114 -2.083 6.947
H 1.406 -1.384 7.728
H 0.162 -2.530 7.227
H 1.861 -2.872 6.895
C -0.039 -0.242 5.674
C -0.166 0.475 4.335
H 0.781 0.947 4.069
H -0.921 1.262 4.401
H 0.248 0.475 6.446
H -1.008 -0.663 5.956
H 1.966 -0.929 5.353
H 1.351 -3.141 4.426
H -0.353 -2.811 4.748
H 1.456 -1.205 2.883
H 0.210 -2.349 2.374
H -1.532 -0.935 3.440
H -1.990 -1.142 1.246
H -1.345 1.227 -0.357
C -3.030 -0.037 -0.874
C -3.154 0.502 -2.296
H -4.175 0.382 -2.653
H -2.490 -0.039 -2.960
H -2.899 1.560 -2.326
C -4.033 0.659 0.044
H -3.971 0.285 1.063
H -5.045 0.496 -0.318
H -3.843 1.730 0.063
H -3.233 -1.113 -0.894
H 0.827 0.575 -0.267
H 1.531 -1.376 -2.367
H 2.379 -1.395 -0.806
H 3.084 0.956 -1.134
H 3.282 0.696 -4.813
H 2.115 -0.501 -4.219
H 1.389 2.178 -5.474
H 1.262 0.586 -6.214
H -0.372 -0.098 -4.465
H -0.211 1.479 -3.701
H -1.252 0.992 -6.539
H -1.106 2.571 -5.768
H -2.250 1.385 -5.138
*
```

Molecular formula: C22H40O12
Method: DFT, wB97M-V/def2-TZVPD

The calculation puts the electronic energy at -1765.0091 Ha. The SMILES is COC(=O)OC.COC(=O)OC.O=C1CCCO1.O=C1CCCO1.C1CCOC1.C1CCOC1. The HOMO-LUMO gap comes out at 9.5056 eV.

```
! RIJCOSX wB97M-V def2-TZVPD def2/J DEFGRID3
* xyz 0 1
C 4.506 4.257 2.754
O 5.769 4.370 3.480
C 6.129 3.329 4.244
O 5.608 2.232 4.412
O 7.137 3.848 5.012
C 7.683 3.094 6.127
H 4.229 5.306 2.650
H 3.730 3.814 3.378
H 4.600 3.862 1.743
H 7.934 2.072 5.844
H 6.961 3.139 6.942
H 8.596 3.544 6.519
C -4.379 -6.464 -2.570
O -3.523 -5.413 -3.143
C -2.184 -5.467 -2.895
O -1.527 -6.262 -2.145
O -1.584 -4.532 -3.634
C -0.247 -4.126 -3.338
H -3.910 -7.407 -2.851
H -5.452 -6.312 -2.690
H -4.243 -6.302 -1.501
H 0.173 -3.208 -3.750
H 0.342 -4.969 -3.698
H -0.066 -4.049 -2.266
C -6.170 0.632 0.625
C -6.506 0.273 -0.762
C -5.371 -0.752 -0.994
O -5.178 -1.454 0.229
C -5.707 -0.688 1.294
H -7.053 1.093 1.068
H -5.431 1.418 0.782
H -6.452 1.050 -1.525
H -7.391 -0.350 -0.889
H -4.474 -0.183 -1.240
H -5.624 -1.440 -1.801
H -5.082 -0.570 2.179
H -6.557 -1.245 1.686
C 0.656 1.349 -1.252
C 1.162 0.470 -0.144
C -0.031 0.277 0.790
O -0.854 1.439 0.584
C -0.353 2.220 -0.576
H 0.362 0.682 -2.063
H 1.532 1.918 -1.562
H 2.062 0.767 0.396
H 1.487 -0.539 -0.397
H 0.197 0.208 1.853
H -0.501 -0.615 0.375
H 0.114 3.151 -0.253
H -1.090 2.508 -1.325
O 5.205 8.262 -5.559
C 4.362 7.359 -5.383
O 3.712 7.280 -4.215
C 2.647 6.383 -4.201
C 2.578 5.961 -5.666
C 4.053 6.163 -6.127
H 1.647 6.753 -3.975
H 2.848 5.546 -3.533
H 1.893 6.592 -6.233
H 2.302 4.920 -5.838
H 4.121 6.287 -7.208
H 4.780 5.425 -5.787
O -2.804 -5.951 5.970
C -2.047 -5.668 5.080
O -2.201 -4.507 4.408
C -1.201 -4.409 3.397
C -0.644 -5.865 3.313
C -0.933 -6.484 4.535
H -0.501 -3.713 3.859
H -1.558 -4.092 2.417
H 0.342 -5.945 2.855
H -1.321 -6.436 2.677
H -0.069 -6.328 5.181
H -1.242 -7.509 4.330
*
```

Molecular formula: C20H46O4P4Pt
Method: DFT, wB97M-V/def2-TZVPD

The calculation puts the electronic energy at -2573.6067 Ha. The value obtained for the relative energy (zero: lowest compared OMol25 entry of this formula, charge and spin) is 0.0 kcal per mole. Its expectation value of S² is 6.062. The HOMO-LUMO gap (spin up / spin down) comes out at 7.6601 / 5.2144 eV.

```
! RIJCOSX wB97M-V def2-TZVPD def2/J DEFGRID3
* xyz 4 5
Pt 0.438 -0.354 0.299
P -1.729 -1.554 0.044
P 1.927 -0.375 2.022
P 1.666 -1.578 -1.181
H -0.576 5.019 -3.497
C -0.719 4.221 -4.227
C -1.908 3.677 -4.469
H -2.799 4.013 -3.942
C -3.211 -0.765 0.751
C -1.472 -3.050 1.016
C -2.327 -2.084 -1.619
C 3.399 0.619 1.663
C 1.551 0.110 3.758
C 2.419 -2.108 2.204
C 0.926 -1.612 -2.814
C 1.852 -3.347 -0.824
C 3.358 -0.972 -1.437
H 0.152 3.972 -4.841
H -2.076 2.961 -5.284
H -3.369 0.213 0.279
H -3.083 -0.639 1.832
H -4.059 -1.432 0.539
H -1.037 -2.644 2.111
H -0.720 -3.711 0.575
H -2.422 -3.568 1.190
H -2.370 -1.221 -2.281
H -3.330 -2.503 -1.497
H -1.663 -2.850 -2.020
H 4.099 0.438 2.480
H 3.107 1.671 1.652
H 3.834 0.335 0.708
H 2.435 -0.223 4.308
H 0.663 -0.429 4.115
H 1.443 1.196 3.822
H 3.511 -2.172 2.245
H 2.047 -2.698 1.364
H 1.946 -2.511 3.101
H 1.458 -2.331 -3.451
H 1.017 -0.626 -3.262
H -0.135 -1.880 -2.778
H 2.058 -3.850 -1.770
H 0.946 -3.763 -0.383
H 2.708 -3.508 -0.165
H 3.754 -1.453 -2.342
H 3.994 -1.255 -0.593
H 3.377 0.115 -1.575
C -1.181 2.092 -2.105
C 0.175 2.636 -1.890
C 1.181 2.364 -2.813
C 0.911 1.636 -3.990
C -0.355 1.040 -4.157
C -1.244 1.015 -3.085
O -2.213 2.584 -1.584
H -1.439 1.451 0.462
H 0.232 3.403 -1.103
H 2.175 2.792 -2.620
H 1.679 1.601 -4.771
H -0.586 0.570 -5.131
H -2.168 0.422 -3.116
C -0.788 -2.993 4.306
O -0.448 -2.181 3.205
P -0.649 1.192 1.680
O -1.716 0.623 2.786
C -1.840 1.092 4.150
O -0.475 2.765 2.055
C -0.945 3.916 1.241
H -0.898 -4.077 4.059
H -1.752 -2.657 4.758
H -0.010 -2.918 5.105
H -2.829 1.552 4.281
H -1.741 0.211 4.792
H -1.057 1.812 4.429
H -1.538 3.611 0.360
H -1.536 4.536 1.926
H -0.021 4.419 0.938
*
```